# 1
C22H20N2O5 | ωB97M-V/def2-TZVPD

- HOMO-LUMO gap: 8.9 eV
- Relative energy (zero: lowest compared OMol25 entry of this formula, charge and spin): 0.000 eV
- E_HOMO: -8.304 eV
- LUMO energy: 0.55 eV
- E: -36358.46338 eV

Cartesian coordinates (Å):
C  7.7417  2.7641  0.3808
C  6.5923  1.8162  0.2229
C  6.6919  0.7184  -0.6245
C  5.6462  -0.1689  -0.7793
C  4.4591  0.0177  -0.0737
N  3.3773  -0.8631  -0.2325
C  2.0331  -0.4704  0.1447
C  1.1316  -1.4961  -0.5597
C  -0.1372  -1.7405  0.2321
O  -0.1653  -2.1741  1.3505
O  -1.2051  -1.3773  -0.4895
C  -2.4943  -1.4784  0.0227
C  -2.9350  -2.5742  0.7481
C  -4.2481  -2.6024  1.1866
C  -5.1133  -1.5597  0.9127
C  -4.6616  -0.4743  0.1715
N  -5.5367  0.6023  -0.1209
C  -6.8563  0.4242  -0.5152
O  -7.3938  -0.6373  -0.6690
C  -7.4653  1.7947  -0.7232
C  -6.3514  2.7829  -0.4124
C  -5.1551  1.9345  -0.0368
O  -4.0671  2.3227  0.2881
C  -3.3516  -0.4305  -0.2807
C  2.0327  -2.7281  -0.6119
C  3.4456  -2.1582  -0.6513
O  4.4338  -2.7673  -0.9829
C  4.3524  1.1109  0.7820
C  5.4076  1.9940  0.9219
H  8.5477  2.2870  0.9383
H  7.4377  3.6597  0.9168
H  8.1365  3.0531  -0.5917
H  7.6051  0.5580  -1.1791
H  5.7485  -1.0137  -1.4388
H  1.8272  0.5527  -0.1775
H  1.8956  -0.5442  1.2315
H  0.8688  -1.1569  -1.5638
H  -2.2642  -3.3871  0.9723
H  -4.5988  -3.4497  1.7547
H  -6.1330  -1.5906  1.2598
H  -8.3272  1.8998  -0.0635
H  -7.8310  1.8663  -1.7478
H  -6.0846  3.4095  -1.2641
H  -6.5859  3.4486  0.4186
H  -2.9835  0.4064  -0.8504
H  1.8485  -3.3774  -1.4653
H  1.9297  -3.3166  0.3037
H  3.4528  1.2775  1.3534
H  5.3022  2.8356  1.5917


# 2
C21H36FeN2O2 | ωB97M-V/def2-TZVPD

- HOMO-LUMO gap (spin up / spin down): 9.3 / 9.2 eV
- E_HOMO (spin up / spin down): -12.615 / -12.560 eV
- Multiplicity: 2
- LUMO energy (spin up / spin down): -3.36 / -3.38 eV
- Net charge: +1
- E: -63818.42125 eV

Cartesian coordinates (Å):
Fe  -0.8561  -0.4219  -0.1643
C  0.3814  -0.2442  1.5232
C  1.2024  -0.5153  0.3910
C  0.9846  0.5737  -0.5573
C  0.0591  1.4476  0.0837
C  -0.2969  0.9837  1.3725
C  -1.1070  1.7176  2.4126
C  -1.9054  0.7687  3.3099
C  -0.0779  2.4730  3.2756
C  -2.0486  2.7278  1.7569
C  1.5813  0.8991  -1.9360
C  1.2338  -0.1355  -3.0154
C  1.0436  2.2536  -2.4256
C  3.1031  1.0621  -1.8300
C  2.2246  -1.6522  0.4897
C  2.6923  -2.2975  -0.8145
C  1.6747  -2.7748  1.3867
C  3.4450  -1.0396  1.2069
H  0.2815  -0.8916  2.3780
H  -0.2965  2.3662  -0.3532
H  -1.2453  0.1646  3.9356
H  -2.5338  0.0924  2.7325
H  -2.5345  1.3586  3.9767
H  0.6456  1.7845  3.7144
H  -0.5903  2.9871  4.0903
H  0.4666  3.2177  2.6919
H  -2.7902  2.2303  1.1229
H  -1.5147  3.4688  1.1597
H  -2.5989  3.2674  2.5273
H  0.1544  -0.2627  -3.1122
H  1.6631  -1.1133  -2.8205
H  1.6132  0.2097  -3.9782
H  -0.0320  2.2330  -2.6218
H  1.5350  2.5076  -3.3645
H  1.2506  3.0594  -1.7209
H  3.6082  0.1631  -1.4922
H  3.3586  1.8696  -1.1409
H  3.5079  1.3196  -2.8098
H  1.8848  -2.7899  -1.3548
H  3.4249  -3.0651  -0.5629
H  3.1825  -1.6027  -1.4895
H  0.6890  -3.1194  1.0651
H  1.6051  -2.4709  2.4304
H  2.3565  -3.6240  1.3492
H  3.9274  -0.2637  0.6163
H  4.1782  -1.8240  1.4011
H  3.1551  -0.6046  2.1648
N  -2.1249  0.3527  -1.5218
C  -3.3768  -0.3789  -1.8794
C  -4.1233  -0.7975  -0.6128
C  -3.2438  -1.8114  0.1017
O  -3.3994  -3.0024  -0.0044
O  -2.2453  -1.2445  0.7693
H  -2.3893  1.2407  -1.0990
H  -1.6337  0.5921  -2.3786
H  -3.0926  -1.2580  -2.4591
H  -3.9964  0.2576  -2.5116
H  -5.0852  -1.2350  -0.8681
H  -4.2805  0.0798  0.0178
N  -0.8787  -3.1409  -1.5612
C  -0.6715  -2.0693  -1.2004
H  -1.1450  -4.0788  -1.7931


# 3
C35H39ClCsGe2NO6S3 | ωB97M-V/def2-TZVPD

- HOMO-LUMO gap (spin up / spin down): 3.9 / 5.8 eV
- Relative energy (zero: lowest compared OMol25 entry of this formula, charge and spin): 2.477 eV
- E_HOMO (spin up / spin down): -2.276 / -4.137 eV
- Multiplicity: 2
- LUMO energy (spin up / spin down): 1.62 / 1.62 eV
- Net charge: -1
- E: -209309.46167 eV

Cartesian coordinates (Å):
Cs  -2.4946  1.1172  0.9848
O  -5.0863  -3.3244  1.5045
C  -4.6092  -2.1315  1.0381
O  -4.3395  -1.1656  1.7264
C  -4.2084  -2.2910  -0.4225
C  -4.9381  -3.1852  -1.2413
C  -4.5314  -3.2024  -2.5951
C  -3.4066  -2.5377  -2.9536
C  -2.9429  -1.4938  -2.1463
N  -3.2819  -1.4490  -0.8766
C  -2.0790  -0.4572  -2.7430
O  -1.7632  -0.6328  -3.9626
O  -1.7580  0.5211  -1.9926
H  -5.2913  -3.3544  2.4517
H  -5.5240  -4.0531  -0.8641
H  -5.1844  -3.8598  -3.2305
H  -2.8082  -2.7303  -3.8295
C  0.3203  -8.6111  1.2340
C  0.6330  -8.0884  2.5873
S  -0.8639  -7.4310  3.4409
C  -0.4735  -5.7169  3.7371
C  -0.4219  -4.9056  2.4774
S  -1.9910  -4.5007  1.8078
C  -2.0291  -5.4715  0.3102
C  -1.7030  -6.9190  0.3276
S  0.0794  -7.2760  -0.0030
H  -0.5257  -9.3218  1.2864
H  1.0758  -9.1982  0.7368
H  1.4606  -7.3823  2.4638
H  0.9019  -8.9484  3.3437
H  0.5115  -5.6465  4.2979
H  -1.2198  -5.4731  4.5175
H  0.1736  -5.4298  1.7648
H  -0.0441  -3.8950  2.5768
H  -1.2916  -4.9067  -0.2992
H  -3.0593  -5.3131  -0.0843
H  -2.2123  -7.5049  -0.4429
H  -1.9294  -7.3459  1.3215
Cl  2.1746  5.5056  5.6947
C  1.2792  4.9858  4.3725
C  0.4164  5.9152  3.7172
C  -0.5831  5.4769  2.8887
C  -0.5570  4.1956  2.3320
O  -1.5033  3.7546  1.6497
C  0.5144  3.3424  2.8413
C  0.9769  2.2283  2.1783
O  0.6198  1.8638  0.9469
C  1.2549  3.6858  3.9906
H  0.4743  6.8792  4.2439
H  -1.3281  6.1997  2.5807
H  1.6164  1.5543  2.7930
H  1.8429  2.8897  4.4869
C  -0.0828  3.8795  -3.9694
Ge  -0.1620  4.2821  -1.9905
C  0.5461  6.1546  -1.5008
C  -2.1243  4.2332  -1.6247
Ge  1.3760  2.9437  -0.6622
C  1.9493  1.3025  -1.6044
C  0.9051  0.6610  -2.2241
C  1.2946  -0.1356  -3.3230
C  2.6412  -0.5362  -3.5725
C  3.5611  -0.0791  -2.6791
C  3.2738  0.8854  -1.6743
C  3.1248  3.7477  -0.4605
C  3.6116  3.8244  0.8083
C  4.8184  4.4695  1.0826
C  5.5637  4.9942  0.0091
C  5.1236  4.7927  -1.3219
C  3.9816  4.0173  -1.5163
H  -0.0677  4.9254  -4.3605
H  -1.0070  3.3370  -4.3095
H  0.8572  3.4513  -4.2975
H  1.4977  6.4111  -2.0147
H  0.4842  6.2102  -0.4572
H  -0.3019  6.6947  -2.0269
H  -2.7382  4.9347  -2.1408
H  -2.1631  4.3773  -0.5095
H  -2.4779  3.2145  -1.7452
H  -0.2029  0.7084  -1.9419
H  0.5014  -0.5442  -3.9041
H  2.9429  -1.1728  -4.4005
H  4.5466  -0.4597  -2.7765
H  4.0155  1.3560  -1.0354
H  3.1877  3.2641  1.6777
H  5.2681  4.4462  2.0406
H  6.4924  5.5088  0.1022
H  5.7399  5.1684  -2.1382
H  3.6807  3.7704  -2.5057


# 4
C5H20O5 | ωB97M-V/def2-TZVPD

- HOMO-LUMO gap: 10.4 eV
- Relative energy (zero: lowest compared OMol25 entry of this formula, charge and spin): 0.026 eV
- E_HOMO: -10.256 eV
- LUMO energy: 0.12 eV
- E: -15746.29808 eV

Cartesian coordinates (Å):
C  -1.0762  1.4785  2.2612
C  -0.2164  1.5388  1.2544
C  -0.5574  1.2285  -0.1705
C  0.2691  0.0604  -0.7569
C  -0.5863  -0.9473  -1.5169
H  -2.1146  1.1756  2.1825
H  -0.8137  1.7082  3.2897
H  0.8131  1.8366  1.4242
H  -1.6260  1.0506  -0.2925
H  -0.3312  2.1236  -0.7645
H  0.8170  -0.4561  0.0319
H  1.0486  0.4078  -1.4321
H  0.0201  -1.7558  -1.9336
H  -1.2695  -1.4700  -0.8390
H  -1.1908  -0.5014  -2.3072
O  2.7128  -2.1145  -0.8156
H  3.1591  -1.4040  -0.3280
H  2.0660  -2.4622  -0.1954
O  -0.9790  -1.7297  2.1779
H  -0.4931  -0.8833  2.1985
H  -0.4391  -2.2813  1.5877
O  0.2757  1.5801  -3.6224
H  0.7076  0.7205  -3.6482
H  -0.5176  1.4685  -3.1214
O  3.2215  0.4844  0.6145
H  3.1862  0.9105  1.4610
H  3.1144  1.2050  -0.0266
O  -3.4326  -0.9934  1.2437
H  -2.6193  -1.3241  1.6560
H  -3.1485  -0.6544  0.3876